one) Entry from the Open Molecules 2025 dataset: 2 unconnected molecules or ions with the total composition C4H12N2S (ωB97M-V/def2-TZVPD).

Each line ends with the Löwdin charge.
Positions of all 19 atoms, in Å:
S  -1.4419  2.1747  -0.3440  0.5775
N  0.9220  -0.9924  -0.1745  -0.0561
N  2.2979  0.9086  0.2253  0.0110
C  -1.4161  -0.5739  -0.4775  -0.3198
C  -0.3313  -0.6866  0.5411  -0.3154
C  2.0189  -0.4408  0.7070  -0.3195
C  -1.4244  0.6589  -1.4046  -0.5889
H  -0.5001  0.9235  -1.9919  0.0740
H  1.3770  1.2878  -0.0555  0.0355
H  1.7020  -0.5193  1.7570  0.1023
H  -0.5454  -1.4085  1.3598  0.1254
H  2.6826  1.4953  0.9519  0.0599
H  1.0740  -1.9916  -0.1385  0.0937
H  2.8342  -1.1649  0.5292  0.1078
H  -3.0020  1.3245  0.5044  0.1249
H  -2.3678  -0.4683  0.0311  0.0505
H  -1.3735  -1.5210  -1.0708  0.1231
H  -0.2173  0.2672  1.0834  0.0707
H  -2.2888  0.7267  -2.0328  0.0433

Total charge: 0
Orbital gap, eV: 8.376
Highest occupied orbital energy, eV: -9.1

---

two) Entry from the Open Molecules 2025 dataset: C4H12N2S in the gas phase (ωB97M-V/def2-TZVPD).

Each line ends with the Löwdin charge.
Positions of all 19 atoms, in Å:
S  -2.6259  -0.2826  0.2487  0.7084
N  1.2102  -0.6539  0.4707  -0.0630
N  3.0426  0.5496  1.3569  0.0111
C  -1.3252  0.8016  -0.3552  -0.5937
C  2.1337  0.4382  0.2380  -0.3544
C  -0.3123  0.1808  -1.3385  -0.2768
C  0.4493  -0.9971  -0.7317  -0.2668
H  2.6930  0.3467  -0.7097  0.1196
H  -0.8570  -0.1507  -2.2292  0.1062
H  3.9784  0.7601  1.0318  0.0617
H  -1.8118  1.6366  -0.8618  0.0654
H  -3.4739  -0.0795  -0.7657  -0.1495
H  -0.7699  1.2479  0.4590  0.0552
H  1.7800  -1.4662  0.6741  0.1039
H  -0.2648  -1.8062  -0.6116  0.0930
H  2.8099  1.2945  2.0018  0.0660
H  1.5467  1.3640  0.0907  0.1056
H  1.1475  -1.3437  -1.5213  0.1116
H  0.2704  1.0136  -1.7272  0.0967

Total charge: 0
Orbital gap, eV: 9.789
Highest occupied orbital energy, eV: -8.9

---

three) Entry from the Open Molecules 2025 dataset: 2 unconnected molecules or ions with the total composition C4H12N2S (ωB97M-V/def2-TZVPD).

Each line ends with the Löwdin charge.
Positions of all 19 atoms, in Å:
S  2.2782  0.4013  -0.7031  0.5657
N  -1.3319  -1.3528  -0.4455  -0.0489
N  -1.3931  1.1017  1.0519  0.0800
C  1.0266  -0.4746  0.2271  -0.6551
C  -0.3092  -0.3419  -0.5608  -0.4843
C  -0.9230  1.0116  -0.2735  -0.3172
C  -1.8838  -1.5427  0.8827  -0.0872
H  -1.1581  -1.9569  1.5742  0.0852
H  -0.1354  1.8019  -0.4769  0.1380
H  -2.8241  -2.0636  0.7869  0.0755
H  -1.6814  2.0525  1.2812  0.0648
H  -2.0544  -0.4017  1.2343  0.0856
H  -1.2062  -2.1836  -1.0040  0.1237
H  0.0402  -0.3075  -1.5926  0.0976
H  1.8762  4.0784  1.5957  0.0136
H  1.2508  -1.5370  0.3145  0.0711
H  -1.7169  1.1362  -1.0313  0.1333
H  0.9242  -0.0887  1.2470  0.0575
H  1.5487  3.4230  1.7003  0.0013

Total charge: 0
Orbital gap, eV: 4.433
Highest occupied orbital energy, eV: -7.8

---

Need the numbers? Relative energies in kJ/mol: one) 245.4; two) 0.0; three) 608.3.